No. 1
DFT (the ωB97M-V functional and the def2-TZVPD basis) results for a structure of composition F12KN6O24S12.

Positions of all 55 atoms, in Å:
K (0.11, 1.01, 0.33)
N (-0.66, -3.30, -3.08)
S (-0.58, -4.28, -1.93)
O (-1.55, -4.34, -0.78)
O (0.79, -4.83, -1.79)
F (-1.20, -5.52, -2.75)
S (0.55, -2.23, -2.38)
O (1.95, -2.59, -2.51)
O (0.13, -1.49, -1.20)
F (0.48, -1.10, -3.50)
N (-0.97, -2.59, 4.31)
S (0.06, -2.54, 2.96)
O (-0.14, -1.47, 1.93)
O (0.28, -3.85, 2.40)
F (1.48, -2.18, 3.66)
S (-2.16, -2.55, 3.46)
O (-2.51, -3.67, 2.68)
O (-2.79, -1.22, 3.20)
F (-3.07, -2.93, 4.75)
N (-0.64, 3.86, -4.17)
S (-1.33, 2.63, -3.17)
O (-2.72, 2.83, -2.82)
O (-0.47, 2.13, -2.10)
F (-1.30, 1.42, -4.24)
S (-0.24, 4.84, -3.02)
O (1.17, 4.81, -2.63)
O (-1.25, 5.10, -2.00)
F (-0.45, 6.19, -3.91)
N (4.74, -1.76, -0.49)
S (3.91, -0.30, -0.52)
O (4.76, 0.94, -0.49)
O (2.56, -0.28, -0.02)
F (3.70, -0.37, -2.13)
S (4.39, -2.11, 0.87)
O (3.23, -3.01, 0.92)
O (4.67, -1.14, 1.95)
F (5.55, -3.19, 1.15)
N (3.41, 4.06, 1.77)
S (2.12, 5.10, 1.18)
O (2.12, 6.32, 1.92)
O (0.87, 4.47, 0.71)
F (2.90, 5.53, -0.17)
S (2.58, 3.33, 2.82)
O (1.69, 2.21, 2.49)
O (2.24, 4.03, 4.01)
F (3.80, 2.40, 3.25)
N (-4.89, 0.02, 0.28)
S (-5.74, -1.27, 0.24)
O (-5.57, -2.34, 1.25)
O (-6.16, -1.66, -1.09)
F (-6.98, -0.41, 0.74)
S (-3.63, -0.72, -0.39)
O (-3.79, -0.99, -1.83)
O (-2.79, -1.61, 0.35)
F (-2.67, 0.62, -0.47)

Charge: -5
Calculated total energy: -8710.45667 a.u.



No. 2
DFT (the ωB97M-V functional and the def2-TZVPD basis) results for a structure of composition F14K4N7Na2O28S14.

Positions of all 69 atoms, in Å:
Na (-4.68, -20.04, -1.69)
Na (-2.17, -20.78, -3.22)
K (-6.73, -25.46, 0.48)
K (-0.62, -24.70, -3.19)
K (-8.05, -25.37, -3.70)
K (-5.22, -20.47, -6.96)
N (-3.84, -22.15, -2.36)
S (-3.65, -23.20, -1.25)
O (-2.44, -23.97, -1.26)
O (-4.82, -23.83, -0.72)
F (-3.40, -22.17, -0.06)
S (-4.32, -23.34, -3.49)
O (-5.61, -23.90, -3.28)
O (-3.27, -24.13, -4.06)
F (-4.48, -22.28, -4.72)
N (-1.78, -21.54, 4.41)
S (-1.40, -20.68, 3.18)
O (0.02, -20.64, 2.91)
O (-2.31, -19.59, 2.92)
F (-1.98, -21.71, 2.07)
S (-0.92, -20.62, 5.51)
O (-1.19, -19.21, 5.50)
O (0.42, -21.08, 5.76)
F (-1.74, -21.12, 6.82)
N (-3.06, -23.26, -8.65)
S (-3.19, -22.26, -9.78)
O (-2.06, -22.08, -10.67)
O (-3.95, -21.07, -9.40)
F (-4.21, -23.09, -10.71)
S (-2.04, -22.38, -7.66)
O (-2.67, -21.34, -6.83)
O (-0.66, -22.27, -8.00)
F (-1.98, -23.56, -6.63)
N (-2.51, -27.33, -7.25)
S (-3.91, -27.93, -7.24)
O (-4.88, -27.38, -6.31)
O (-3.99, -29.32, -7.57)
F (-4.34, -27.32, -8.69)
S (-2.11, -27.65, -5.68)
O (-2.37, -28.96, -5.17)
O (-2.14, -26.54, -4.75)
F (-0.54, -27.78, -6.00)
N (-2.64, -18.77, -2.19)
S (-2.16, -18.18, -0.63)
O (-2.87, -17.02, -0.20)
O (-0.85, -18.50, -0.16)
F (-3.01, -19.36, 0.05)
S (-2.19, -17.54, -2.95)
O (-0.83, -17.12, -2.86)
O (-3.16, -16.48, -3.08)
F (-2.33, -18.19, -4.46)
N (-7.77, -22.77, 0.88)
S (-7.22, -21.59, 2.01)
O (-7.89, -20.33, 1.88)
O (-5.90, -21.82, 2.51)
F (-8.08, -22.33, 3.15)
S (-7.70, -21.93, -0.40)
O (-6.56, -21.11, -0.72)
O (-8.97, -21.42, -0.83)
F (-7.54, -23.20, -1.37)
N (-6.62, -27.70, -2.85)
S (-5.05, -27.75, -2.24)
O (-4.21, -28.88, -2.49)
O (-4.89, -27.03, -1.00)
F (-4.44, -26.64, -3.22)
S (-7.24, -28.77, -1.88)
O (-7.41, -28.31, -0.51)
O (-7.18, -30.18, -2.18)
F (-8.73, -28.52, -2.50)

Charge: -1
Calculated total energy: -12187.29075 a.u.